DFT (ωB97M-V/def2-TZVPD) results for a single C16H14Cl2F3N3O3S2 molecule.

Positions of all 43 atoms, in Å:
C  4.578  2.169  1.064
N  3.387  1.417  0.743
S  3.229  -0.073  1.493
O  4.528  -0.634  1.697
O  2.336  -0.005  2.617
C  2.369  -0.980  0.200
C  1.123  -1.501  0.480
C  0.408  -2.182  -0.502
C  0.971  -2.334  -1.769
C  2.222  -1.815  -2.042
C  2.929  -1.134  -1.058
Cl  4.475  -0.482  -1.375
H  2.658  -1.934  -3.021
H  0.416  -2.850  -2.535
N  -0.860  -2.660  -0.173
C  -1.878  -2.951  -1.032
O  -1.763  -3.131  -2.218
C  -3.228  -3.124  -0.342
H  -3.318  -4.137  0.055
H  -4.013  -2.956  -1.078
S  -3.502  -2.025  1.080
C  -3.013  -0.504  0.377
N  -2.624  -0.510  -0.885
C  -2.202  0.604  -1.446
C  -2.149  1.805  -0.749
C  -2.560  1.835  0.584
C  -3.006  0.663  1.161
Cl  -3.529  0.596  2.792
H  -2.534  2.753  1.151
C  -1.620  3.045  -1.410
F  -1.914  3.097  -2.715
F  -0.276  3.122  -1.323
F  -2.095  4.168  -0.858
H  -1.902  0.524  -2.481
H  -1.107  -2.549  0.804
H  0.731  -1.355  1.476
C  2.157  2.170  0.751
H  2.214  2.962  0.006
H  1.950  2.604  1.736
H  1.345  1.495  0.488
H  4.799  2.852  0.244
H  4.467  2.739  1.993
H  5.392  1.457  1.177

Cartesian forces (eV/Å) of the 2 atoms listed first:
0.38 -0.09 0.13
-0.13 -0.94 0.56

Calculated values
- Spin multiplicity: 1
- SMILES: CN(C)S(=O)(=O)c1cc(NC(=O)CSc2ncc(C(F)(F)F)cc2Cl)ccc1Cl
- E_HOMO: -8.842 eV
- LUMO energy: -0.097 eV
- Net charge: 0

The computed Löwdin charges, all in e, follow: -0.103 -0.372 0.642 -0.296 -0.287 -0.287 0.006 -0.203 0.014 -0.070 -0.641 0.769 0.111 0.108 0.106 -0.558 0.078 -0.343 0.091 0.092 0.973 -0.606 0.081 -0.034 -0.086 -0.003 -0.658 0.718 0.129 -0.592 0.151 0.136 0.147 0.139 0.106 0.121 -0.105 0.093 0.095 0.075 0.093 0.094 0.076